ORCA calculation (ωB97M-V/def2-TZVPD) on one molecule with the formula C5H12N2Si in a non-equilibrium geometry.

The geometry in XYZ format:
```
20
Properties=species:S:1:pos:R:3:lowdin_charge:R:1
Si 0.284 -0.068 0.176 0.64
N -3.129 -1.594 0.923 0.14
N -2.174 1.233 -0.675 -0.02
C 0.753 -0.759 1.956 -0.14
C -0.045 -1.485 -1.008 -0.19
C -1.561 0.487 0.469 -0.44
C 1.026 1.650 -0.276 -0.18
C -2.377 -0.733 0.785 -0.29
H -1.650 1.066 1.408 0.12
H 1.469 -0.161 2.413 -0.01
H 0.753 -2.221 -0.938 0.02
H 1.240 2.049 0.739 0.02
H -2.996 1.863 -0.333 0.12
H -0.188 -1.237 -2.060 0.03
H -2.664 0.573 -1.301 0.08
H 1.426 -1.615 1.934 0.03
H -0.973 -1.996 -0.602 0.04
H 0.015 -0.924 2.640 -0.01
H 0.130 2.171 -0.581 -0.01
H 2.031 1.755 -0.830 0.06
```

Results
- Structure (SMILES): C[Si](C)(C)[C@@H](N)C#N
- HOMO-LUMO gap: 10.4 eV
- ΔE to the lowest compared entry with this formula, charge and spin: 27.6 kJ/mol
- E: -596.6916 hartree
- 2S+1: 1



ORCA calculation (ωB97M-V/def2-TZVPD) on an isolated ion of composition C5H12N3 and charge +1 in a non-equilibrium geometry.

The geometry in XYZ format:
```
20
Properties=species:S:1:pos:R:3:lowdin_charge:R:1
N 0.570 -0.958 -0.394 0.21
N -0.502 -0.712 0.206 -0.12
N 0.872 1.212 0.390 0.10
C -1.818 1.230 -0.208 -0.04
C 1.418 0.154 -0.384 -0.44
C -1.562 -1.709 0.098 0.03
C -0.781 0.642 0.745 -0.11
C 2.893 -0.331 0.127 0.02
H 0.711 2.091 -0.064 0.09
H 3.010 -1.237 -0.592 0.11
H -1.519 1.175 -1.288 0.11
H -1.128 -2.653 0.061 0.08
H -2.635 0.655 0.057 0.04
H -2.086 2.355 -0.075 0.14
H -1.976 -1.541 -0.916 0.12
H -0.934 0.802 1.789 0.14
H 1.484 0.240 -1.519 0.19
H 3.472 0.588 -0.137 0.09
H -2.393 -1.474 0.934 0.17
H 2.903 -0.527 1.171 0.06
```

Results
- Structure (SMILES): C[C@@H]1N[C@@H](C)N=[N+]1C
- HOMO-LUMO gap: 8.7 eV
- Net charge: +1
- ΔE to the lowest compared entry with this formula, charge and spin: 423.7 kJ/mol
- E: -361.6067 hartree
- 2S+1: 1



ORCA calculation (ωB97M-V/def2-TZVPD) on an isolated ion of composition C5H12N3 and charge +1 in a non-equilibrium geometry.

The geometry in XYZ format:
```
20
Properties=species:S:1:pos:R:3:lowdin_charge:R:1
N -0.695 -0.596 -0.074 -0.09
N 1.323 -0.090 1.073 0.11
N 3.202 0.043 -0.587 0.08
C 1.906 0.329 -0.292 -0.23
C 0.671 -0.766 -0.095 -0.16
C -1.583 0.572 -0.360 -0.19
C -1.556 -0.699 -1.174 -0.09
C -2.747 0.737 0.655 0.00
H -2.341 -1.435 -1.155 0.12
H 3.812 0.509 0.089 0.12
H -2.503 0.060 1.430 0.07
H -2.643 1.750 0.966 0.07
H -0.990 1.324 -0.788 0.12
H 3.500 -0.926 -0.465 0.11
H 1.957 -0.757 1.649 0.21
H -3.696 0.558 0.185 0.08
H 0.657 0.477 1.670 0.20
H -1.036 -0.676 -2.163 0.14
H 1.722 1.419 -0.337 0.16
H 1.041 -1.833 -0.229 0.19
```

Results
- Structure (SMILES): C[C@@H]1CN1[C@@H]1[NH2+][C@H]1N
- HOMO-LUMO gap: 10.1 eV
- Net charge: +1
- ΔE to the lowest compared entry with this formula, charge and spin: 394.1 kJ/mol
- E: -361.6180 hartree
- 2S+1: 1



ORCA calculation (ωB97M-V/def2-TZVPD) on a 2-piece molecular cluster, C5H12N3O overall in a non-equilibrium geometry.

The geometry in XYZ format:
```
21
Properties=species:S:1:pos:R:3:lowdin_charge:R:1
O -0.032 1.582 -0.255 0.05
N 2.270 -0.369 0.155 0.02
N 1.194 1.654 -0.273 0.06
N -1.244 0.079 -0.068 -0.29
C -2.415 0.897 0.222 -0.05
C -0.815 -0.848 0.984 0.01
C 2.248 1.023 -0.068 -0.14
C 3.430 -0.884 0.273 0.01
C -1.226 -0.572 -1.375 0.00
H -0.573 -0.228 1.809 0.10
H 3.490 -1.939 0.640 0.10
H 4.486 -0.462 -0.044 0.14
H -1.691 -1.531 -1.312 0.10
H -1.783 -1.417 1.050 0.15
H 3.080 1.589 -0.013 0.10
H 0.013 -1.298 0.665 0.03
H -2.584 1.148 1.310 0.12
H -2.456 1.823 -0.405 0.12
H -1.841 0.129 -2.035 0.14
H -3.400 0.408 0.107 0.12
H -0.151 -0.787 -1.366 0.10
```

Results
- HOMO-LUMO gap (alpha / beta): 8.9 / 8.5 eV
- Net charge: +1
- ΔE to the lowest compared entry with this formula, charge and spin: 757.1 kJ/mol
- E: -436.7404 hartree
- 2S+1: 1



ORCA calculation (ωB97M-V/def2-TZVPD) on a 2-piece molecular cluster, C5H12N5 overall in a non-equilibrium geometry.

The geometry in XYZ format:
```
22
Properties=species:S:1:pos:R:3:lowdin_charge:R:1
N -3.360 -1.038 0.274 -0.02
N -1.689 0.568 0.642 0.00
N 0.801 0.017 -0.011 -0.02
N -2.488 1.034 -0.400 0.03
N -2.413 -0.965 0.965 0.17
C 3.083 -0.036 0.730 -0.14
C 2.848 -1.028 -0.420 -0.14
C 1.385 -0.903 -0.653 -0.11
C 1.743 0.722 0.840 -0.19
C -3.689 -0.029 -0.611 -0.06
H 3.911 0.638 0.530 0.11
H 3.386 -0.755 -1.332 0.12
H -0.673 0.301 0.368 0.03
H -4.644 0.433 -0.349 0.14
H 1.344 0.741 1.855 0.12
H -2.912 1.932 -0.126 0.18
H 3.126 -2.053 -0.175 0.12
H -1.985 1.162 -1.294 0.18
H 3.291 -0.566 1.659 0.11
H 1.812 1.754 0.488 0.12
H 0.841 -1.536 -1.338 0.12
H -3.718 -0.392 -1.642 0.14
```

Results
- HOMO-LUMO gap: 10.3 eV
- Net charge: +1
- ΔE to the lowest compared entry with this formula, charge and spin: 489.9 kJ/mol
- E: -471.1220 hartree
- 2S+1: 1



ORCA calculation (ωB97M-V/def2-TZVPD) on C5H12N6 as an isolated structure in a non-equilibrium geometry.

The geometry in XYZ format:
```
23
Properties=species:S:1:pos:R:3:lowdin_charge:R:1
N 1.947 2.243 -0.343 0.29
N -1.417 -0.230 -1.307 0.11
N 1.902 -2.435 -0.050 0.26
N 1.744 -0.119 -0.491 0.23
N 0.025 -1.228 0.637 0.21
N 0.105 1.114 0.580 0.17
C -2.463 0.247 -1.685 -0.07
C 1.172 -1.315 0.039 -0.27
C -1.809 0.123 1.504 -0.01
C -0.713 -0.006 0.516 -0.41
C 1.276 1.128 -0.054 -0.26
H 1.445 -3.333 -0.096 0.16
H -2.535 -0.686 1.286 0.12
H -0.556 1.901 0.990 0.25
H 2.819 2.144 -0.913 0.18
H -1.424 0.115 2.563 0.14
H 2.867 -2.392 -0.402 0.16
H 1.783 3.099 -0.004 0.10
H -2.292 1.082 1.246 0.10
H -2.671 -0.006 -2.696 0.09
H -0.571 -2.000 0.820 0.18
H -3.297 0.675 -1.172 0.09
H 2.662 -0.120 -0.968 0.20
```

Results
- HOMO-LUMO gap (alpha / beta): 8.3 / 8.3 eV
- Net charge: +2
- ΔE to the lowest compared entry with this formula, charge and spin: 81.4 kJ/mol
- E: -525.5959 hartree
- 2S+1: 1



ORCA calculation (ωB97M-V/def2-TZVPD) on an isolated ion of composition C5H12N6O and charge +2 in a non-equilibrium geometry.

The geometry in XYZ format:
```
24
Properties=species:S:1:pos:R:3:lowdin_charge:R:1
O -0.124 0.701 -1.531 0.04
N 3.348 1.029 0.507 0.28
N 1.120 1.306 1.133 0.19
N -2.810 -1.443 -1.399 0.31
N -1.284 0.921 0.459 0.10
N -0.800 -1.560 -0.176 0.18
N 1.667 -0.708 0.321 0.17
C -0.150 0.488 1.149 -0.17
C -1.409 0.520 -0.919 -0.27
C -1.723 -0.914 -0.885 -0.22
C 2.109 0.515 0.693 -0.30
C 0.299 -1.014 0.655 -0.13
H -3.604 -0.859 -1.549 0.16
H -0.818 -2.609 -0.228 0.20
H -0.547 0.373 2.150 0.17
H 4.094 0.567 0.162 0.10
H -2.111 1.049 -1.619 0.19
H 3.634 1.842 0.904 0.10
H 2.236 -1.464 0.015 0.17
H 0.260 -1.651 1.561 0.18
H -0.125 1.238 -2.335 0.14
H 1.233 2.318 1.101 0.19
H -2.111 0.853 0.921 0.11
H -2.857 -2.393 -1.451 0.12
```

Results
- Structure (SMILES): [NH2+]=C1N[C@@H]2NC(=[NH2+])[C@H](O)N[C@@H]2N1
- HOMO-LUMO gap: 10.5 eV
- Net charge: +2
- ΔE to the lowest compared entry with this formula, charge and spin: 13.2 kJ/mol
- E: -600.9089 hartree
- 2S+1: 1



ORCA calculation (ωB97M-V/def2-TZVPD) on C5H12NO as an isolated structure in a non-equilibrium geometry.

The geometry in XYZ format:
```
19
Properties=species:S:1:pos:R:3:lowdin_charge:R:1
O 3.630 1.025 1.447 -0.34
N -1.600 -1.051 -1.448 0.00
C 3.194 0.721 0.263 -0.61
C 1.759 -0.063 0.236 -0.19
C -0.342 -0.974 -0.812 -0.29
C 1.022 -0.226 -1.174 -0.17
C -3.737 0.217 1.058 -0.06
H 1.551 -0.955 -1.798 0.10
H -3.253 1.215 1.107 0.03
H 1.933 -1.113 0.494 0.08
H -1.235 -0.095 -0.853 0.06
H -3.237 -0.307 1.805 -0.01
H -0.178 -1.742 -0.023 0.10
H 3.015 1.679 -0.419 0.07
H 1.123 0.469 0.877 0.07
H -4.790 0.425 1.235 0.01
H -3.569 -0.260 0.073 0.00
H 4.010 0.305 -0.424 0.07
H 0.704 0.730 -1.645 0.10
```

Results
- HOMO-LUMO gap: 5.8 eV
- Net charge: -1
- ΔE to the lowest compared entry with this formula, charge and spin: 478.4 kJ/mol
- E: -327.5138 hartree
- 2S+1: 1